A 7-piece molecular cluster, C10H18BBr4N2O14 overall. Source: the OMol25 dataset; level of theory: the ωB97M-V functional and the def2-TZVPD basis.

Last column: natural (NBO) charge in e.
Cartesian coordinates (Å):
N1 -2.282 -3.668 -2.559  -0.869
H1 -1.700 -3.206 -1.875  0.491
H2 -2.893 -4.295 -2.055  0.437
H3 -1.763 -4.182 -3.256  0.415
H4 -2.818 -2.995 -3.087  0.466
N2 0.495 -0.310 -0.680  -0.912
H5 0.393 0.407 0.024  0.487
H6 1.443 -0.657 -0.695  0.421
H7 0.324 0.230 -1.516  0.427
H8 -0.134 -1.092 -0.563  0.461
O1 -4.317 3.230 2.741  -0.557
C1 -3.960 2.305 1.960  0.691
O2 -4.274 2.168 0.651  -0.671
B1 -3.525 0.997 0.054  1.169
O3 -3.021 0.290 1.183  -0.687
C2 -3.238 0.982 2.319  0.691
O4 -2.926 0.699 3.475  -0.502
O5 -2.398 1.482 -0.851  -0.609
C3 -2.376 0.744 -1.933  0.682
O6 -1.511 0.660 -2.824  -0.637
C4 -3.579 -0.237 -1.857  0.715
O7 -4.304 0.144 -0.821  -0.629
O8 -3.810 -1.124 -2.632  -0.645
O9 1.326 3.529 1.930  -0.731
C5 0.528 2.427 2.111  0.942
O10 0.824 1.374 1.569  -0.870
O11 -0.440 2.538 2.903  -0.755
H9 1.950 3.159 1.302  0.460
O12 -2.849 -2.664 0.915  -0.711
C6 -1.592 -2.377 0.797  0.931
O13 -1.030 -1.976 1.796  -0.741
O14 -1.000 -2.516 -0.277  -0.881
H10 -2.712 -2.508 1.852  0.515
Br1 2.837 1.881 -1.313  -0.004
C7 4.501 2.721 -1.914  -0.458
C8 4.417 4.031 -2.656  -0.411
Br2 6.344 4.516 -2.845  -0.035
H11 5.080 2.034 -2.531  0.220
H12 5.028 2.918 -0.980  0.223
H13 3.755 4.775 -2.214  0.243
H14 4.138 3.705 -3.658  0.218
Br3 2.805 -2.769 -0.058  -0.060
C9 2.401 -3.130 1.836  -0.432
C10 2.897 -1.948 2.635  -0.421
Br4 2.428 -2.226 4.569  -0.034
H15 2.922 -4.023 2.181  0.214
H16 1.323 -3.207 1.973  0.268
H17 2.324 -1.063 2.356  0.261
H18 3.967 -1.772 2.521  0.213

Summary:
- Molar mass: 720.68 g mol⁻¹
- HOMO-LUMO gap: 0.203 hartree
- Total energy: -323161.291 eV
- Relative energy (zero: lowest compared OMol25 entry of this formula, charge and spin): 71.11 kcal per mole
- Highest occupied orbital energy: -4.45 eV
- Total charge: -1